1.
Computed, not measured: the molecule C5H8N2 in a non-equilibrium geometry, with wB97M-V/def2-TZVPD.

The LUMO energy (alpha / beta) is 0.0321 / -0.2931 eV. The calculation puts the energy relative to the best compared isomer or geometry (same formula, charge and spin) at 108.65 kcal per mole. For the energy, the calculation gives -8290.285 eV. The largest force on an atom is 0.0329 hartree/bohr.

Structure (XYZ):
```
15
C5H8N2 wB97M-V/def2-TZVPD
N -0.5825 1.4670 -1.4982
C -0.1449 1.0349 -0.2089
C -1.0374 1.1812 1.0177
N -1.1625 0.3112 1.8423
C 0.0370 -0.5618 -0.1620
C -0.1494 -0.9917 1.2693
C 1.2932 -1.1609 -0.4321
H -0.4665 2.4649 -1.6311
H -1.5571 1.2347 -1.6618
H 0.8055 1.5223 0.0317
H -0.7564 -0.9608 -0.8014
H 0.7149 -0.8568 1.9194
H -0.6263 -1.9588 1.4230
H 1.4681 -1.8443 -1.2633
H 2.1643 -0.8811 0.1554
```

---

2.
Computed, not measured: the molecule C5H8N2, with wB97M-V/def2-TZVPD.

The LUMO energy (alpha / beta) is 0.6964 / 0.6958 eV. The calculation puts the energy relative to the best compared isomer or geometry (same formula, charge and spin) at 77.28 kcal per mole. For the energy, the calculation gives -8291.645 eV. The largest force on an atom is 0.0094 hartree/bohr.

Structure (XYZ):
```
15
C5H8N2 wB97M-V/def2-TZVPD
C 0.3749 2.2660 1.3734
N 0.2252 1.0807 0.8357
C -0.4788 0.6696 -0.2308
C 0.1580 -0.5894 -0.6947
C -0.8357 -1.6139 -1.2011
C 0.9031 -0.9433 0.5601
N 0.9571 -0.0032 1.4193
H 0.9457 -0.4026 -1.4472
H 0.9900 2.3313 2.2534
H -0.1241 3.0614 0.8359
H -0.9751 1.4128 -0.8401
H -0.3263 -2.5373 -1.4834
H -1.3443 -1.1826 -2.0701
H -1.5870 -1.7992 -0.4269
H 1.4218 -1.8804 0.7575
```

---

3.
Computed, not measured: the molecule C5H8N2 in a non-equilibrium geometry, with wB97M-V/def2-TZVPD.

The LUMO energy (alpha / beta) is -0.6903 / 0.3298 eV. The calculation puts the energy relative to the best compared isomer or geometry (same formula, charge and spin) at 122.26 kcal per mole. For the energy, the calculation gives -8289.695 eV. The largest force on an atom is 0.0389 hartree/bohr.

Structure (XYZ):
```
15
C5H8N2 wB97M-V/def2-TZVPD
C 2.2327 0.3754 0.4831
C 1.1737 0.5891 -0.5277
C 0.0890 -0.3373 -0.7547
N -0.8402 -0.0808 0.4072
C -2.0496 -0.8866 0.5326
C -2.0808 0.5732 0.0870
N -2.5539 1.5659 -0.4031
H 2.2067 -0.6365 0.8991
H 2.1201 1.0853 1.3166
H 3.2284 0.5661 0.0579
H 1.1420 1.5461 -1.0438
H -0.4424 -0.1998 -1.7048
H 0.4238 -1.3751 -0.6354
H -2.2996 -1.6050 -0.2530
H -2.3499 -1.1802 1.5390
```